# C52H116N4O14S7

11 unconnected molecules or ions with the total composition C52H116N4O14S7 at a distorted geometry (wB97M-V/def2-TZVPD, OMol25).

As for the LUMO energy: 0.2 eV. As for the gap between HOMO and LUMO: 8.2 eV. The calculation puts the energy above the lowest of the compared OMol25 structures with the same formula, charge and spin at 63.5 kJ/mol. Its multiplicity is 1. The HOMO energy is -8.0169 eV.

```
193
Properties=species:S:1:pos:R:3:forces:R:3:lowdin_charge:R:1
O 32.690 9.076 1.240 0.4 0.2 -0.2 -0.344
S 34.069 8.716 0.972 -0.3 -1.5 -1.5 0.686
O 34.357 7.326 0.620 -0.1 1.1 0.3 -0.346
C 34.816 9.853 -0.302 -0.4 0.1 1.5 -0.175
C 36.082 10.365 0.400 -0.4 0.1 -1.7 -0.240
C 35.696 10.525 1.846 1.5 0.8 1.0 -0.223
C 35.062 9.233 2.354 0.1 0.4 -0.3 -0.209
H 34.064 10.644 -0.282 0.1 0.1 -0.5 0.083
H 34.961 9.402 -1.277 -0.2 -0.3 0.1 0.098
H 36.938 9.732 0.151 -0.1 -0.4 0.7 0.095
H 36.390 11.304 -0.062 -0.3 0.2 0.2 0.073
H 35.103 11.435 1.981 -0.6 -0.4 -0.2 0.120
H 36.594 10.819 2.401 0.0 -0.5 0.2 0.092
H 34.381 9.332 3.194 0.1 0.0 0.1 0.106
H 35.789 8.438 2.513 0.1 0.1 0.1 0.106
O 36.813 13.268 -2.010 -0.3 0.2 0.1 -0.327
S 35.794 14.120 -1.437 -1.1 0.5 1.2 0.703
O 34.944 13.609 -0.358 0.6 -0.1 -0.7 -0.334
C 36.447 15.721 -0.884 -1.0 -0.3 -1.1 -0.187
C 35.314 16.649 -1.353 1.4 1.0 -0.2 -0.204
C 35.039 16.300 -2.826 -0.1 0.3 1.3 -0.181
C 34.707 14.823 -2.707 -0.1 -0.9 -2.1 -0.222
H 37.322 15.872 -1.517 0.3 0.2 0.5 0.102
H 36.576 15.765 0.191 0.4 -0.3 0.0 0.100
H 34.459 16.518 -0.700 -0.4 -0.1 -0.1 0.100
H 35.670 17.677 -1.251 -0.1 0.0 0.1 0.095
H 35.898 16.485 -3.468 0.4 -0.2 0.2 0.112
H 34.288 16.978 -3.230 0.1 -0.7 0.3 0.071
H 34.873 14.296 -3.655 0.5 -0.1 0.2 0.083
H 33.661 14.567 -2.548 0.4 0.4 1.1 0.054
O 31.991 14.839 -0.902 -0.6 0.2 -0.4 -0.322
S 31.826 15.029 0.513 0.4 -0.7 1.8 0.683
O 32.706 15.943 1.204 0.1 0.4 -0.2 -0.330
C 30.140 15.489 1.116 0.1 -0.5 -0.4 -0.199
C 29.817 14.597 2.321 0.5 -0.7 -0.6 -0.192
C 30.963 13.559 2.567 0.4 -0.6 -0.5 -0.191
C 31.974 13.433 1.403 -1.1 1.1 -0.6 -0.198
H 29.440 15.302 0.303 0.0 0.2 -0.1 0.096
H 30.172 16.542 1.376 0.2 0.1 -0.2 0.097
H 29.556 15.155 3.215 0.3 0.1 0.0 0.110
H 28.954 13.982 2.074 -0.2 0.3 0.0 0.104
H 30.461 12.594 2.546 0.2 -0.1 0.8 0.105
H 31.522 13.721 3.484 -0.3 0.0 0.2 0.110
H 31.691 12.641 0.711 0.0 0.0 -0.1 0.098
H 33.023 13.320 1.659 0.0 0.2 0.1 0.088
O 33.477 14.693 -5.895 0.1 -0.4 -1.0 -0.344
S 32.068 15.027 -5.880 -0.2 2.0 3.3 0.704
O 31.052 14.282 -6.582 0.6 0.1 -0.1 -0.321
C 31.706 15.223 -4.041 -1.8 -0.1 -1.0 -0.194
C 31.870 16.720 -3.626 1.8 -1.5 0.3 -0.187
C 32.538 17.464 -4.824 -1.3 -0.5 0.7 -0.191
C 31.886 16.853 -6.055 0.5 -1.2 -0.5 -0.205
H 32.281 14.486 -3.491 0.0 0.2 -0.2 0.045
H 30.653 14.948 -3.944 0.0 -0.2 0.0 0.101
H 31.017 17.142 -3.101 -0.4 0.1 -0.8 0.117
H 32.605 16.627 -2.822 -0.2 0.5 0.1 0.063
H 33.604 17.279 -4.717 0.0 0.2 -0.9 0.083
H 32.323 18.530 -4.778 0.2 0.1 -0.1 0.120
H 32.314 17.109 -7.022 -0.3 0.3 0.0 0.106
H 30.802 16.936 -5.972 -0.1 0.4 -0.5 0.107
O 40.101 20.260 -3.586 -0.4 -0.2 0.9 -0.321
S 40.156 19.229 -2.567 1.0 -0.9 -0.7 0.701
O 39.318 19.188 -1.389 -0.3 0.6 -0.1 -0.336
C 40.010 17.633 -3.384 -0.2 0.1 -1.7 -0.233
C 41.231 16.777 -3.090 0.3 0.2 1.0 -0.178
C 42.407 17.709 -2.646 -0.5 0.4 0.2 -0.189
C 41.883 19.016 -2.036 -0.3 0.2 -0.5 -0.214
H 39.963 17.830 -4.459 0.2 0.4 0.1 0.083
H 39.039 17.166 -3.222 0.1 0.1 0.7 0.093
H 40.942 16.075 -2.306 0.4 -0.1 0.1 0.108
H 41.558 16.215 -3.960 -0.2 -0.1 0.0 0.113
H 43.005 17.981 -3.514 0.0 -0.2 -0.1 0.112
H 43.071 17.308 -1.884 0.0 -0.6 -0.3 0.081
H 42.463 19.837 -2.451 -0.2 0.3 0.2 0.101
H 41.884 19.049 -0.949 0.0 -0.1 0.0 0.073
O 38.961 12.502 -4.253 0.5 0.3 0.2 -0.338
S 39.396 11.276 -3.630 -0.3 -1.0 -0.5 0.700
O 40.662 11.156 -2.910 -1.1 0.3 -0.8 -0.325
C 38.016 10.600 -2.645 0.9 -0.3 0.5 -0.216
C 37.845 9.093 -3.004 0.6 1.3 0.0 -0.186
C 39.004 8.742 -3.952 -0.8 -0.9 0.0 -0.241
C 39.275 9.939 -4.848 0.4 -0.8 0.4 -0.219
H 37.130 11.157 -2.926 0.2 0.3 0.2 0.073
H 38.306 10.761 -1.605 -0.2 0.2 0.0 0.083
H 37.933 8.430 -2.146 -0.5 0.1 0.2 0.111
H 36.847 9.138 -3.436 0.1 -1.1 -0.3 0.107
H 38.812 7.812 -4.493 -0.3 0.2 -0.3 0.116
H 39.855 8.453 -3.330 0.3 0.6 -0.1 0.114
H 38.429 10.159 -5.498 0.0 0.1 0.1 0.107
H 40.153 9.711 -5.450 0.2 0.7 0.1 0.109
O 38.779 16.870 -6.536 -0.9 0.0 0.6 -0.339
S 37.352 16.594 -6.650 -0.8 -0.6 -1.8 0.700
O 36.328 17.537 -6.248 0.5 0.1 0.7 -0.343
C 37.048 16.167 -8.425 1.3 1.0 1.5 -0.209
C 36.339 14.846 -8.430 0.2 -0.6 -0.7 -0.221
C 36.856 14.006 -7.265 1.2 0.4 0.4 -0.203
C 36.944 14.928 -6.045 -0.6 0.2 0.5 -0.215
H 38.117 16.127 -8.658 -0.2 -0.6 -0.7 0.094
H 36.677 17.050 -8.938 -0.5 -0.2 0.1 0.104
H 35.252 14.854 -8.341 0.0 0.6 -0.2 0.114
H 36.612 14.359 -9.370 -0.4 -0.2 0.0 0.117
H 37.879 13.652 -7.421 -0.2 -0.2 -0.4 0.119
H 36.193 13.159 -7.109 0.1 0.0 0.3 0.116
H 37.679 14.698 -5.274 0.0 -0.4 -0.2 0.091
H 35.944 14.954 -5.605 0.1 0.5 0.1 0.067
C 33.387 11.621 -4.241 0.5 -0.4 -1.2 -0.064
C 31.839 11.603 -4.186 0.8 0.9 -1.3 -0.243
N 31.186 10.339 -4.436 -0.2 -1.0 1.5 -0.185
C 31.514 9.384 -3.382 0.7 0.4 0.5 -0.258
C 31.343 9.987 -1.989 0.4 -1.1 0.0 -0.089
C 31.258 9.743 -5.758 -0.2 0.7 -0.1 -0.258
C 30.491 10.581 -6.794 0.1 -2.1 0.4 -0.076
H 33.796 12.227 -5.056 -0.4 0.4 0.1 0.054
H 33.754 10.638 -4.560 0.1 -0.1 0.7 0.066
H 33.866 11.983 -3.331 0.0 -0.4 0.2 0.059
H 31.620 12.040 -3.217 -0.9 -0.2 -0.1 0.092
H 31.480 12.278 -4.965 -0.1 0.2 0.2 0.083
H 31.062 8.403 -3.536 -0.7 0.3 0.0 0.114
H 32.587 9.112 -3.290 0.1 0.1 -0.9 0.106
H 31.663 9.169 -1.338 -0.4 0.3 0.5 0.068
H 32.115 10.748 -1.891 -0.2 0.2 0.3 0.045
H 30.361 10.373 -1.723 0.0 0.0 -0.1 0.084
H 30.752 8.779 -5.684 0.4 -0.1 0.1 0.111
H 32.308 9.615 -6.069 -0.1 -0.3 -0.1 0.113
H 31.103 11.454 -6.982 -0.9 0.5 -0.5 0.058
H 29.453 10.615 -6.457 0.2 1.3 0.4 0.080
H 30.297 9.924 -7.650 0.9 0.4 -0.5 0.069
C 43.341 17.227 0.776 -0.9 -0.6 -0.8 -0.093
C 42.825 17.493 2.200 1.5 0.2 -0.9 -0.255
N 41.559 18.192 2.299 1.5 0.6 0.4 -0.186
C 40.516 17.710 1.437 0.1 -0.7 -0.7 -0.265
C 39.081 18.124 1.655 0.2 0.6 0.7 -0.080
C 41.300 18.503 3.687 -1.6 0.2 -0.1 -0.251
C 41.023 17.288 4.600 -0.2 0.5 1.0 -0.085
H 43.931 16.313 0.668 0.7 0.4 0.6 0.077
H 43.833 18.082 0.315 0.1 0.0 0.1 0.075
H 42.550 16.910 0.085 -0.4 0.5 0.3 0.040
H 42.978 16.549 2.745 -0.9 -0.1 0.2 0.112
H 43.581 18.147 2.647 -0.1 0.1 0.2 0.113
H 40.674 18.050 0.406 0.5 -0.1 0.2 0.076
H 40.605 16.609 1.387 -0.4 0.0 0.1 0.118
H 38.892 19.157 1.360 0.3 0.0 -0.2 0.063
H 38.523 17.488 0.968 -0.5 0.0 0.4 0.066
H 38.780 18.095 2.706 -0.3 -0.6 -0.2 0.074
H 40.434 19.177 3.671 -0.2 -0.3 0.1 0.102
H 42.034 19.175 4.138 0.6 -0.4 -0.4 0.113
H 40.162 17.505 5.239 -0.2 -0.1 -0.2 0.065
H 41.808 17.132 5.344 0.3 -0.2 -0.3 0.064
H 40.818 16.346 4.096 0.1 0.1 -0.3 0.067
C 42.282 11.057 0.753 0.7 0.1 -0.9 -0.070
C 40.909 10.935 0.091 -0.7 0.5 0.6 -0.246
N 39.786 11.195 1.013 -0.1 -0.5 0.0 -0.174
C 39.601 12.598 1.288 2.2 1.7 0.1 -0.283
C 38.199 13.131 1.256 -0.4 -0.3 0.7 -0.065
C 39.761 10.315 2.172 -0.3 -0.8 0.7 -0.257
C 39.462 8.871 1.738 -0.6 0.1 0.1 -0.073
H 43.087 11.023 0.008 -0.2 -0.6 -0.2 0.074
H 42.429 10.233 1.447 0.2 0.1 0.2 0.065
H 42.542 12.019 1.201 -0.8 0.0 0.5 0.072
H 40.719 11.613 -0.733 0.6 0.1 0.0 0.080
H 40.756 9.949 -0.346 0.3 -0.1 0.1 0.096
H 40.206 12.963 2.142 -0.7 -0.5 0.8 0.119
H 40.215 13.206 0.604 -0.4 -0.5 -0.8 0.115
H 37.746 12.811 0.321 -0.3 0.1 0.2 0.043
H 37.657 12.782 2.141 -0.3 -0.3 -0.3 0.071
H 38.124 14.217 1.347 0.4 0.1 -0.2 0.069
H 38.942 10.574 2.851 -0.1 0.4 -0.3 0.104
H 40.629 10.342 2.846 0.4 0.3 -0.4 0.106
H 38.434 8.953 1.377 0.2 -0.5 -0.7 0.047
H 39.400 8.092 2.501 0.3 0.5 0.5 0.074
H 40.158 8.471 1.005 -0.2 0.2 -0.3 0.063
C 35.562 23.633 -1.811 -1.0 -0.7 -0.6 -0.081
C 34.403 22.671 -1.463 0.1 0.0 0.1 -0.257
N 34.754 21.720 -0.398 -1.2 -0.1 0.0 -0.178
C 35.840 20.852 -0.795 1.5 0.5 -1.3 -0.289
C 36.377 19.888 0.240 -0.3 0.6 0.8 -0.088
C 33.551 20.966 0.014 1.1 0.3 1.4 -0.254
C 33.023 19.881 -0.886 0.1 -0.8 -0.6 -0.088
H 36.240 23.052 -2.432 0.5 0.5 0.0 0.062
H 36.044 24.071 -0.940 0.1 -0.4 0.2 0.078
H 35.165 24.479 -2.373 0.1 -0.1 -0.3 0.066
H 33.521 23.274 -1.232 0.1 -0.1 0.8 0.107
H 34.016 22.063 -2.297 0.6 0.3 -0.6 0.109
H 36.637 21.528 -1.122 0.2 -0.1 0.5 0.102
H 35.713 20.310 -1.754 -0.8 -0.2 0.1 0.117
H 36.777 20.439 1.097 -0.3 0.1 0.1 0.085
H 37.231 19.303 -0.088 -0.3 -0.1 -0.6 0.029
H 35.557 19.259 0.593 0.3 -0.3 0.1 0.067
H 33.832 20.533 0.982 -0.2 -0.2 -0.1 0.105
H 32.792 21.703 0.288 -0.1 -0.1 -0.3 0.113
H 33.771 19.194 -1.300 0.5 0.5 0.1 0.049
H 32.447 19.146 -0.317 -0.7 0.5 0.0 0.074
H 32.504 20.287 -1.757 -0.4 -0.2 0.2 0.069
```
Forces are in eV/Å.